Entry 1:
DFT (the ωB97M-V functional and the def2-TZVPD basis) results for a molecular structure, C38H53BaN7O3P4 at a distorted geometry.

Last column: Mulliken charge in e.
Positions of all 106 atoms, in Å:
Ba 0.24 -0.78 0.49  1.48
C 0.43 -0.74 6.03  -0.95
N -0.35 -1.67 5.20  0.40
C -1.14 -2.64 5.95  -0.85
P -0.09 -1.73 3.62  -0.18
O 0.28 -0.42 3.00  -0.67
O -1.52 -2.18 3.01  0.04
P -2.35 -2.78 1.77  -0.01
O -1.87 -2.24 0.45  -0.95
N -3.85 -2.28 2.13  0.53
C -4.86 -2.27 1.06  -1.06
C -4.41 -2.27 3.48  -0.82
N -2.05 -4.40 1.84  0.76
C -2.00 -5.18 0.60  -1.02
C -2.59 -5.16 2.97  -0.72
N 1.02 -2.89 3.21  0.79
C 1.27 -4.00 4.16  -1.03
C 1.28 -3.24 1.80  -1.35
H 1.25 -1.26 6.53  0.30
H -0.22 -0.31 6.78  0.34
H 0.84 0.05 5.41  0.25
H -0.50 -3.25 6.60  0.40
H -1.68 -3.31 5.28  0.05
H -1.87 -2.12 6.57  0.32
H -4.38 -2.27 0.09  0.28
H -5.45 -1.36 1.15  0.36
H -5.53 -3.13 1.13  0.31
H -3.62 -2.15 4.22  0.15
H -4.97 -3.19 3.70  0.29
H -5.09 -1.43 3.57  0.38
H -1.64 -4.57 -0.22  0.29
H -2.99 -5.58 0.34  0.34
H -1.32 -6.02 0.74  0.34
H -2.65 -4.54 3.87  0.02
H -1.94 -6.00 3.18  0.33
H -3.59 -5.54 2.75  0.26
H 1.28 -3.62 5.18  0.28
H 2.25 -4.41 3.95  0.48
H 0.52 -4.79 4.07  0.30
H 2.05 -2.60 1.34  0.04
H 0.35 -3.23 1.22  0.64
H 1.64 -4.27 1.79  0.62
C -1.88 0.78 -2.70  -1.18
N -0.70 1.65 -2.53  0.49
P 0.73 0.69 -2.97  1.10
C 0.37 0.33 -4.71  0.04
C -0.28 1.23 -5.55  -0.19
C -0.47 0.93 -6.88  -0.70
C -0.01 -0.28 -7.40  -0.61
C 0.64 -1.19 -6.57  -0.62
C 0.82 -0.89 -5.23  -0.72
C 2.12 1.87 -3.08  0.37
C 2.45 2.56 -4.25  -0.38
C 3.55 3.41 -4.27  -0.85
C 4.32 3.57 -3.13  -0.75
C 4.01 2.88 -1.97  -0.79
C 2.92 2.02 -1.95  0.09
P -0.65 2.20 -0.87  -0.33
C 0.38 3.69 -0.88  0.85
C 0.51 4.52 -1.99  -0.18
C 1.27 5.67 -1.90  -0.73
C 1.88 6.02 -0.70  -0.66
C 1.74 5.20 0.41  -0.69
C 1.00 4.03 0.32  -0.58
C -2.30 2.92 -0.64  0.50
C -2.87 3.79 -1.57  -0.22
C -4.10 4.38 -1.32  -0.72
C -4.76 4.11 -0.12  -0.58
C -4.20 3.25 0.81  -0.59
C -2.98 2.65 0.54  -0.43
H -1.95 0.44 -3.73  0.37
H -2.79 1.33 -2.46  0.37
H -1.86 -0.12 -2.06  0.29
H -0.64 2.17 -5.14  0.41
H -0.98 1.63 -7.53  0.45
H -0.16 -0.52 -8.44  0.41
H 0.99 -2.13 -6.97  0.43
H 1.32 -1.60 -4.58  0.31
H 1.86 2.43 -5.15  0.44
H 3.80 3.94 -5.17  0.46
H 5.18 4.23 -3.15  0.43
H 4.61 3.00 -1.08  0.56
H 2.68 1.48 -1.05  0.39
H 0.04 4.24 -2.93  0.23
H 1.38 6.31 -2.77  0.46
H 2.47 6.92 -0.64  0.42
H 2.22 5.47 1.34  0.46
H 0.89 3.39 1.19  0.41
H -2.35 4.01 -2.50  0.30
H -4.54 5.05 -2.04  0.44
H -5.72 4.57 0.08  0.41
H -4.72 3.04 1.74  0.46
H -2.54 1.98 1.27  0.39
N 3.36 -1.51 -1.64  -0.31
C 3.90 -0.95 -0.50  0.54
C 5.29 -0.91 -0.30  -0.93
C 5.77 -0.37 0.87  -0.40
C 4.88 0.12 1.83  -0.97
C 3.54 0.04 1.55  -0.43
N 3.04 -0.49 0.41  0.37
H 4.01 -1.72 -2.37  0.34
H 2.53 -1.04 -1.99  -0.09
H 5.96 -1.28 -1.06  0.42
H 6.84 -0.32 1.04  0.44
H 5.22 0.56 2.75  0.49
H 2.80 0.38 2.27  0.52

Its HOMO-LUMO gap is 8.35 eV. The energy relative to the best compared isomer or geometry (same formula, charge and spin) is 146.3 kJ/mol. The spin multiplicity is 1. The largest force on an atom is 2.10 eV/Å. Its total charge is +2.

Entry 2:
DFT (the ωB97M-V functional and the def2-TZVPD basis) results for 2 unconnected molecules or ions with the total composition C9H14O at a distorted geometry.

Last column: Mulliken charge in e.
Positions of all 24 atoms, in Å:
C -1.93 1.24 1.90  -1.42
C -1.44 0.26 0.84  0.35
C -0.36 0.55 0.01  -0.17
C 0.15 -0.41 -0.86  -0.69
C -0.47 -1.65 -0.92  0.86
O 0.09 -2.71 -1.61  -0.55
C -1.58 -1.93 -0.13  -0.66
C -2.06 -0.97 0.75  -0.38
H -1.67 0.88 2.90  0.30
H -3.01 1.25 1.79  0.35
H -1.43 2.20 1.86  0.36
H -0.14 1.61 -0.06  0.32
H 1.09 -0.26 -1.38  0.27
H 1.04 -2.56 -1.73  0.30
H -1.99 -2.93 -0.19  0.38
H -2.96 -1.24 1.29  0.34
C 2.91 2.74 -0.61  -0.89
C 3.19 1.69 0.45  -0.79
H 1.88 2.89 -0.91  0.25
H 3.34 3.69 -0.35  0.35
H 3.41 2.53 -1.56  0.27
H 3.52 0.72 0.07  0.27
H 2.32 1.39 1.03  0.22
H 3.82 2.08 1.25  0.34

Its HOMO-LUMO gap is 9.26 eV. The energy relative to the best compared isomer or geometry (same formula, charge and spin) is 63.0 kJ/mol. The spin multiplicity is 1. The largest force on an atom is 1.23 eV/Å. Its SMILES is Cc1ccc(O)cc1.CC.

Entry 3:
DFT (the ωB97M-V functional and the def2-TZVPD basis) results for a molecular structure, C37H25BrF5N6O3RuS at a distorted geometry.

Last column: Mulliken charge in e.
Positions of all 79 atoms, in Å:
Ru 0.46 -0.46 -0.65  0.80
Br 7.59 -2.46 0.27  -0.14
C 5.85 -1.72 0.33  -0.57
C 5.62 -0.50 0.98  -0.36
C 4.37 0.05 0.98  -0.96
C 3.27 -0.57 0.33  0.31
O 2.14 0.02 0.32  0.04
C 3.51 -1.85 -0.28  0.35
C 2.49 -2.63 -0.88  0.06
N 1.26 -2.26 -1.08  0.53
C 0.27 -3.13 -1.59  0.33
C 0.41 -4.48 -1.78  -0.70
C -0.65 -5.25 -2.30  -0.96
C -1.84 -4.68 -2.64  -0.88
C -2.03 -3.29 -2.46  0.82
C -3.22 -2.62 -2.81  -0.72
C -3.33 -1.28 -2.58  -1.16
C -2.27 -0.60 -1.97  -0.26
N -1.14 -1.19 -1.65  0.66
C -0.98 -2.52 -1.91  0.18
C 4.82 -2.39 -0.27  -0.81
H 6.44 0.01 1.47  0.46
H 4.18 0.99 1.47  0.47
H 2.80 -3.62 -1.20  0.16
H 1.32 -5.00 -1.51  0.49
H -0.50 -6.32 -2.42  0.42
H -2.65 -5.27 -3.05  0.46
H -4.03 -3.19 -3.25  0.46
H -4.22 -0.73 -2.87  0.50
H -2.34 0.46 -1.75  0.55
H 5.01 -3.35 -0.74  0.57
O -0.91 -1.63 1.17  -0.59
C -1.30 -0.49 1.42  -0.55
N -2.21 -0.09 2.33  0.13
C -2.44 1.34 2.24  3.20
C -1.39 1.72 1.16  -1.09
O -1.16 2.86 0.77  -0.79
N -0.82 0.58 0.71  0.76
C -2.16 2.07 3.54  -0.07
C -0.84 2.29 3.93  -0.44
C -0.56 3.03 5.07  -0.93
C -1.60 3.54 5.84  -0.52
C -2.91 3.28 5.49  -0.88
C -3.19 2.55 4.34  -0.25
C -3.78 1.70 1.60  -0.69
C -4.64 0.72 1.10  -0.26
C -5.86 1.09 0.55  -1.00
C -6.22 2.43 0.47  -0.41
C -5.34 3.41 0.92  -0.98
C -4.13 3.05 1.48  -0.07
H -2.67 -0.69 2.99  0.27
H -0.03 1.91 3.33  0.53
H 0.46 3.22 5.36  0.43
H -1.38 4.15 6.70  0.41
H -3.72 3.65 6.10  0.42
H -4.22 2.36 4.06  0.52
H -4.37 -0.32 1.16  0.51
H -6.53 0.33 0.18  0.47
H -7.18 2.70 0.05  0.43
H -5.61 4.45 0.85  0.42
H -3.44 3.81 1.83  0.56
F 7.00 -0.63 -2.92  -0.35
C 5.70 -0.49 -3.03  0.84
C 5.10 0.74 -2.74  0.19
F 5.86 1.76 -2.37  -0.34
C 3.73 0.87 -2.81  0.17
F 3.19 2.05 -2.52  -0.49
C 2.90 -0.20 -3.15  0.66
S 1.17 -0.05 -3.26  -0.42
C 3.53 -1.41 -3.45  0.11
F 2.79 -2.48 -3.76  -0.42
C 4.90 -1.56 -3.39  0.21
F 5.45 -2.75 -3.62  -0.39
N 1.57 2.53 -0.19  -0.40
N 0.67 1.97 -1.09  -0.25
H 1.08 2.84 0.64  0.22
H 2.17 3.23 -0.60  0.27
H 0.99 2.07 -2.05  0.49
H -0.26 2.35 -0.95  0.24

Its HOMO-LUMO gap (alpha / beta) is 5.72 / 5.69 eV. The energy relative to the best compared isomer or geometry (same formula, charge and spin) is 0.0 kJ/mol. The spin multiplicity is 1. The largest force on an atom is 3.68 eV/Å. Its total charge is +1.

Entry 4:
DFT (the ωB97M-V functional and the def2-TZVPD basis) results for a molecular structure, C21H49F2K2N8O11S2 at a distorted geometry.

Last column: Mulliken charge in e.
Positions of all 95 atoms, in Å:
K -1.39 -4.09 0.95  0.98
K -4.10 -2.42 2.49  0.91
N -2.03 -1.35 0.68  -0.33
S -2.59 -0.99 -0.92  0.99
O -1.86 -1.61 -1.99  -0.42
O -3.17 0.35 -1.18  -0.54
F -3.91 -1.92 -0.89  -0.33
S -0.90 -0.30 0.65  0.57
O -1.30 1.09 0.76  -0.55
O 0.28 -0.52 -0.24  -0.12
F -0.23 -0.51 2.11  -0.31
C 2.56 2.87 -3.52  0.33
O 3.10 2.89 -4.63  -0.33
N 1.57 2.13 -3.17  0.45
C 0.96 2.35 -1.91  -0.54
C 1.24 0.91 -3.91  -0.67
H 2.83 3.46 -2.63  0.28
H 1.23 1.56 -1.21  -0.30
H -0.12 2.28 -1.90  0.34
H 1.28 3.30 -1.48  0.52
H 1.71 0.85 -4.89  0.45
H 1.37 0.01 -3.30  -0.16
H 0.18 0.94 -4.17  0.45
C -3.08 0.66 5.24  0.02
O -4.30 0.44 5.24  -0.65
N -2.49 1.57 4.44  0.22
C -1.10 1.93 4.64  -0.72
C -3.27 2.51 3.57  -0.77
H -2.34 0.30 5.97  0.43
H -0.47 1.24 5.20  0.28
H -1.05 2.90 5.15  0.35
H -0.69 1.96 3.63  0.10
H -3.41 3.50 4.00  0.31
H -2.75 2.58 2.62  0.19
H -4.24 2.03 3.44  0.32
C -2.79 3.93 -0.31  0.41
O -3.82 4.25 -0.88  -0.63
N -1.94 4.80 0.25  0.13
C -1.15 4.43 1.35  -0.75
C -2.18 6.29 0.20  -0.99
H -2.42 2.91 -0.16  0.25
H -0.90 3.37 1.27  0.00
H -1.60 4.81 2.27  0.32
H -0.17 4.89 1.20  0.41
H -2.71 6.76 1.03  0.37
H -1.25 6.86 0.20  0.33
H -2.69 6.48 -0.74  0.33
C 3.79 -0.48 -0.90  -0.08
O 4.23 0.04 -1.91  -0.58
N 3.33 0.21 0.20  0.37
C 2.85 -0.39 1.46  -1.09
C 3.39 1.63 0.29  -1.06
H 3.69 -1.57 -0.81  0.50
H 2.05 -1.10 1.22  0.16
H 2.34 0.32 2.11  0.36
H 3.56 -1.00 2.02  0.42
H 3.96 1.97 1.16  0.43
H 3.96 2.08 -0.53  0.33
H 2.44 2.16 0.30  0.32
C 1.31 -4.63 5.70  0.21
O 2.38 -4.94 6.25  -0.55
N 0.66 -3.44 5.84  0.08
C -0.41 -3.09 4.90  -0.89
C 1.07 -2.41 6.78  -0.91
H 0.77 -5.17 4.92  0.20
H -0.89 -4.00 4.55  0.32
H -0.03 -2.66 3.97  0.41
H -1.03 -2.34 5.39  0.21
H 0.22 -2.14 7.41  0.33
H 1.87 -2.73 7.45  0.32
H 1.53 -1.59 6.23  0.31
C -0.70 -0.66 -6.86  0.12
O 0.01 -1.47 -7.48  -0.60
N -1.45 -1.01 -5.81  0.10
C -1.29 -2.25 -5.11  -0.70
C -2.53 -0.21 -5.19  -0.82
H -0.69 0.42 -7.08  0.39
H -0.59 -2.87 -5.67  0.38
H -2.30 -2.66 -5.10  0.34
H -0.93 -2.03 -4.10  -0.02
H -2.35 0.07 -4.15  0.16
H -2.89 0.70 -5.67  0.32
H -3.44 -0.80 -5.21  0.34
C 3.07 -2.74 -3.53  0.41
O 4.07 -3.00 -4.16  -0.59
N 2.43 -3.61 -2.78  0.19
C 1.19 -3.26 -2.13  -0.50
C 2.98 -4.88 -2.35  -1.05
H 2.55 -1.78 -3.64  0.15
H 1.08 -3.48 -1.06  0.23
H 0.36 -3.74 -2.64  0.44
H 1.17 -2.17 -2.18  -0.40
H 2.35 -5.75 -2.58  0.37
H 3.94 -5.14 -2.80  0.36
H 3.01 -5.06 -1.28  0.32

Its HOMO-LUMO gap (alpha / beta) is 5.86 / 3.46 eV. The expectation value of S² is 0.78. The spin multiplicity is 2. The largest force on an atom is 8.56 eV/Å. Its total charge is +2.

Which of these has the highest spin multiplicity? C21H49F2K2N8O11S2

Which value of largest force on an atom does entry 4 give? 8.56 eV/Å

Look up the spin multiplicity of the second one. 1